Model i:
Formula: C6H9NO
Source: OMol25
Level of theory: the ωB97M-V functional and the def2-TZVPD basis

Calculated values
HOMO energy (eV): -8.97
E_LUMO (Eh): 0.0305
Orbital gap (eV): 9.797

Last column: Löwdin charge in e.
Element x y z (Å)
C -1.9893 -1.1124 -0.0378  0.000
C 0.6150 -1.0936 -0.2082  -0.192
C 1.3578 -0.4544 1.0901  -0.037
C 1.1388 0.8077 0.1860  -0.210
C 1.4460 0.0213 -1.0674  -0.081
C -0.4496 0.8529 0.0807  -0.408
H -2.0700 -1.8686 -0.7813  0.057
H -2.9070 -0.4697 -0.2189  0.105
H -2.1353 -1.5532 1.0237  0.112
H 0.5811 -2.1287 -0.5547  0.140
H 0.8341 -0.6198 2.0088  0.099
H 2.3551 -0.8276 1.1111  0.088
H 1.8624 1.7142 0.3987  0.168
H 2.5224 -0.3672 -1.1551  0.130
H 1.0012 0.5013 -1.9961  0.133
N -0.6510 -0.4375 -0.0795  -0.112
O -1.2748 1.8190 0.0575  0.009

Model ii:
Formula: C6H9NO
Source: OMol25
Level of theory: the ωB97M-V functional and the def2-TZVPD basis

Calculated values
HOMO energy (eV): -8.75
E_LUMO (Eh): 0.0222
Structure (SMILES): C=N/C=C/CCC=O
Orbital gap (eV): 9.352

Last column: Löwdin charge in e.
Element x y z (Å)
C 1.2588 0.5124 3.3434  -0.044
N 0.5538 -0.2670 2.6481  -0.013
C 0.5783 -0.4601 1.2886  -0.185
C -0.5145 -0.3149 0.5202  -0.120
C -0.5920 -0.8802 -0.8491  -0.208
C -1.1107 0.1284 -1.8933  -0.161
C 0.0001 0.7446 -2.7333  -0.285
O 0.3923 0.4100 -3.8100  0.067
H 1.0362 0.4627 4.4145  0.059
H 2.1977 1.1090 3.3561  0.084
H 1.4484 -0.8685 0.7614  0.119
H -1.4109 0.0416 1.0224  0.112
H 0.4367 -1.1580 -1.1488  0.112
H -1.1007 -1.8417 -0.8313  0.116
H -1.6187 0.9436 -1.3601  0.105
H -1.9288 -0.2288 -2.5240  0.113
H 0.3740 1.6670 -2.2048  0.127

Most stable structure: model i

Model i:
Formula: C4H13N2
Source: OMol25
Level of theory: the ωB97M-V functional and the def2-TZVPD basis

Calculated values
HOMO energy (eV): -13.05
E_LUMO (Eh): -0.1309
Charge: +1
Orbital gap (eV): 9.485

Last column: Löwdin charge in e.
Element x y z (Å)
C -1.9715 -0.0923 0.6114  -0.069
C 0.6480 1.8348 -0.0921  0.095
C -1.0130 -0.5378 -0.5030  -0.221
C 0.3784 -0.3690 -0.0432  -0.421
N 0.8395 -0.8871 1.1464  0.138
N 1.3966 -0.7147 -1.0862  0.210
H -1.8981 0.9946 0.6790  0.063
H -1.4874 -0.5216 1.5290  0.073
H -3.0441 -0.5059 0.5910  0.124
H 0.5994 2.2807 -1.0530  0.023
H 1.5053 1.9132 0.5518  0.021
H -0.2337 1.9594 0.5870  0.033
H -1.1762 -1.5364 -0.8276  0.110
H -1.3062 0.1451 -1.3459  0.140
H 0.1054 -1.1974 1.6416  0.037
H 1.5252 -0.3686 1.6797  0.124
H 1.6186 -1.6557 -1.0813  0.122
H 1.1529 -0.5615 -2.0588  0.166
H 2.3609 -0.1799 -0.9256  0.232

Model ii:
Formula: C4H13N2
Source: OMol25
Level of theory: the ωB97M-V functional and the def2-TZVPD basis

Calculated values
HOMO energy (eV): -13.94
E_LUMO (Eh): -0.1199
Structure (SMILES): C[C@@H]([NH3+])CCN
Charge: +1
Orbital gap (eV): 10.674

Last column: Löwdin charge in e.
Element x y z (Å)
C 2.1083 0.4837 0.5900  -0.052
C 0.5803 0.5775 0.4875  -0.357
N 0.0357 1.4772 -0.5645  0.202
C 0.0618 -0.9141 0.3277  -0.182
C -1.4066 -1.3053 0.0579  -0.241
N -1.8638 -0.4665 -1.0737  -0.014
H 2.6627 0.7812 -0.2007  0.043
H 2.3781 1.2858 1.2928  0.097
H 2.5279 -0.4615 0.9223  0.099
H 0.1064 0.8877 1.5947  0.208
H 0.5726 1.4204 -1.4068  0.164
H -0.9333 1.1918 -0.5297  0.105
H -0.0013 2.4710 -0.1817  0.205
H 0.2986 -1.4060 1.3836  0.159
H 0.8017 -1.3340 -0.5127  0.156
H -1.3681 -2.3877 -0.1867  0.127
H -1.9836 -1.1036 0.9328  0.107
H -1.8176 -0.9901 -2.0217  0.147
H -2.7594 -0.2075 -0.9111  0.029

Model iii:
Formula: C4H13N2
Source: OMol25
Level of theory: the ωB97M-V functional and the def2-TZVPD basis

Calculated values
HOMO energy (eV): -14.93
E_LUMO (Eh): -0.1163
Structure (SMILES): CC[NH2+]CCN
Charge: +1
Orbital gap (eV): 11.760

Last column: Löwdin charge in e.
Element x y z (Å)
C 1.0442 -0.0702 1.9501  -0.042
C 0.0068 1.0323 1.4365  -0.201
N -0.5271 0.7513 0.1013  -0.039
C 0.4490 0.4369 -0.9351  -0.139
C -0.3330 -0.6257 -1.8857  -0.231
N -0.8208 -1.6727 -0.9595  -0.036
H 1.9244 0.2407 1.4460  0.047
H 1.1225 0.1763 3.0863  0.123
H 0.6559 -1.0865 1.8546  0.083
H -0.9581 1.1783 2.0499  0.151
H 0.4553 2.0734 1.3937  0.146
H -0.9232 -0.2220 0.2256  0.134
H -1.2220 1.5575 0.0398  0.220
H 0.7459 1.2070 -1.5770  0.101
H 1.4622 0.1213 -0.4887  0.150
H 0.5022 -0.9152 -2.6459  0.146
H -1.0889 -0.0573 -2.5129  0.129
H -0.6222 -2.6035 -1.4966  0.144
H -1.8731 -1.5217 -1.0824  0.114

Most stable structure: model ii

Model i:
Formula: C5H14
Source: OMol25
Level of theory: the ωB97M-V functional and the def2-TZVPD basis

Calculated values
HOMO energy (eV): -11.49
E_LUMO (Eh): 0.0415
Structure (SMILES): CCC.CC
Orbital gap (eV): 12.623

Last column: Löwdin charge in e.
Element x y z (Å)
C -1.3096 -1.6186 -0.1727  -0.119
C -0.6267 -0.8849 0.9907  -0.324
C -0.9414 -1.5485 2.3481  -0.120
H -2.3696 -1.3650 -0.2132  0.071
H -0.8588 -1.3764 -1.1333  0.055
H -1.2201 -2.6919 -0.0025  0.064
H -0.9256 0.1620 1.0067  0.087
H 0.4570 -0.9116 0.8579  0.089
H -0.1331 -1.3909 3.0618  0.063
H -1.0245 -2.6280 2.2029  0.062
H -1.8717 -1.1806 2.7787  0.067
C 1.3522 1.3431 -0.9876  -0.178
C 1.3632 2.5191 -1.9683  -0.165
H 2.3379 1.1681 -0.5542  0.066
H 0.6584 1.5372 -0.1690  0.050
H 1.0207 0.4170 -1.4561  0.053
H 0.3977 2.6094 -2.4645  0.061
H 2.1491 2.4002 -2.7124  0.060
H 1.5448 3.4402 -1.4131  0.060

Model ii:
Formula: C5H14
Source: OMol25
Level of theory: the ωB97M-V functional and the def2-TZVPD basis

Calculated values
HOMO energy (eV): -10.75
E_LUMO (Eh): 0.0419
Structure (SMILES): CCC.CC
Orbital gap (eV): 11.891

Last column: Löwdin charge in e.
Element x y z (Å)
C -2.5246 -0.0712 -0.7951  -0.119
C -1.6832 -0.6371 0.3528  -0.358
C -0.6965 -1.6599 -0.0670  -0.155
H -2.4090 -0.8566 -1.5715  0.071
H -2.2049 0.8140 -1.2871  0.053
H -3.4829 0.1518 -0.4166  0.051
H -1.1295 0.3083 0.8315  0.125
H -2.3744 -1.1548 1.0820  0.110
H -1.0936 -2.0953 -0.9908  0.053
H 0.3160 -1.0412 -0.2390  0.088
H -0.4678 -2.5556 0.6036  0.090
C 2.7353 0.5643 0.0531  -0.198
C 1.9020 1.7038 0.5337  -0.179
H 3.4781 0.4232 0.8724  0.068
H 2.3268 -0.3612 -0.4985  0.074
H 3.4619 0.8925 -0.7385  0.069
H 2.5451 2.2508 1.2187  0.072
H 1.0108 1.5684 1.0303  0.017
H 1.6255 2.2565 -0.3613  0.070

Most stable structure: model i

Model i:
Formula: C5H14
Source: OMol25
Level of theory: the ωB97M-V functional and the def2-TZVPD basis

Calculated values
HOMO energy (eV): -11.26
E_LUMO (Eh): 0.0427
Structure (SMILES): CCC.CC
Orbital gap (eV): 12.427

Last column: Löwdin charge in e.
Element x y z (Å)
C -0.9163 1.1132 -0.2752  -0.143
C 0.5266 1.4783 -0.5764  -0.313
C 1.1841 2.3166 0.5103  -0.121
H -1.4542 2.0151 0.0460  0.071
H -1.4768 0.6945 -1.0985  0.062
H -1.1053 0.4236 0.5549  0.064
H 1.0949 0.5570 -0.7447  0.088
H 0.5508 2.0143 -1.5274  0.100
H 0.4389 2.8067 1.1300  0.063
H 1.8095 1.7894 1.2323  0.066
H 1.8703 3.0572 0.0991  0.066
C -0.5595 -2.2679 -0.6175  -0.166
C -0.1853 -2.4716 0.8684  -0.156
H -0.0499 -1.4550 -1.0968  0.037
H -0.5302 -3.2384 -1.0868  0.055
H -1.6353 -2.0937 -0.6735  0.060
H -1.0824 -2.6880 1.4356  0.061
H 0.1888 -1.5189 1.2573  0.046
H 0.6537 -3.1618 0.9600  0.061

Model ii:
Formula: C5H14
Source: OMol25
Level of theory: the ωB97M-V functional and the def2-TZVPD basis

Calculated values
HOMO energy (eV): -11.34
E_LUMO (Eh): 0.0402
Structure (SMILES): CCC.CC
Orbital gap (eV): 12.435

Last column: Löwdin charge in e.
Element x y z (Å)
C 1.0278 -1.3898 -1.4837  -0.135
C 2.2042 -0.7834 -0.7870  -0.321
C 1.9712 -0.7040 0.7404  -0.125
H 0.9583 -1.2620 -2.5589  0.067
H 0.1429 -0.8700 -1.0571  0.064
H 0.7076 -2.3900 -1.1736  0.075
H 3.1699 -1.2873 -0.8691  0.097
H 2.2998 0.2574 -1.1096  0.099
H 1.1081 -0.0925 0.9863  0.046
H 1.6798 -1.7033 1.0859  0.070
H 2.8232 -0.4267 1.3558  0.065
C -1.8006 1.6185 1.1126  -0.182
C -2.7463 1.0516 0.0678  -0.169
H -1.9713 1.1714 2.1045  0.064
H -0.7402 1.5613 0.9078  0.044
H -2.1082 2.6388 1.3767  0.062
H -2.5676 1.6295 -0.8411  0.063
H -2.3888 0.0604 -0.2449  0.053
H -3.7697 0.9201 0.3874  0.062

Most stable structure: model i